(1)
Computed, not measured: a structure of composition C39H36ClN3Si2Sn in a non-equilibrium geometry, with the ωB97M-V functional and the def2-TZVPD basis.

Atoms and positions in Å:
1 C -1.283 -0.536 1.822
2 C -2.124 0.101 0.838
3 C -2.426 -0.876 -0.176
4 H -2.619 1.065 0.966
5 C -1.750 -2.081 0.162
6 C -1.057 -1.881 1.390
7 H -0.550 -2.648 1.971
8 H -1.059 -0.136 2.813
9 H -3.122 -0.743 -1.001
10 H -1.820 -3.020 -0.386
11 Sn 0.173 0.064 -0.275
12 Si 3.175 0.393 -8.428
13 C 2.260 1.893 -9.006
14 C 2.743 2.664 -10.079
15 H 3.675 2.378 -10.579
16 C 2.019 3.785 -10.509
17 H 2.390 4.377 -11.347
18 C 0.828 4.149 -9.874
19 H 0.273 5.029 -10.206
20 C 0.349 3.379 -8.807
21 H -0.588 3.642 -8.316
22 C 1.065 2.260 -8.363
23 H 0.689 1.664 -7.523
24 C 2.337 -1.135 -9.049
25 C 1.163 -1.097 -9.826
26 H 0.746 -0.137 -10.152
27 C 0.513 -2.289 -10.170
28 H -0.415 -2.250 -10.740
29 C 1.042 -3.527 -9.784
30 H 0.526 -4.453 -10.044
31 C 2.243 -3.566 -9.068
32 H 2.674 -4.526 -8.783
33 C 2.894 -2.381 -8.705
34 H 3.834 -2.414 -8.141
35 H 3.239 0.394 -6.950
36 Si 0.220 0.224 -3.057
37 C -0.478 -1.399 -3.667
38 C -1.621 -1.459 -4.484
39 H -2.101 -0.539 -4.824
40 C -2.119 -2.701 -4.904
41 H -2.988 -2.742 -5.567
42 C -1.497 -3.887 -4.493
43 H -1.889 -4.855 -4.816
44 C -0.366 -3.836 -3.666
45 H 0.118 -4.759 -3.331
46 C 0.168 -2.595 -3.295
47 H 1.111 -2.560 -2.747
48 C -0.829 1.647 -3.633
49 C -2.032 1.910 -2.944
50 H -2.282 1.351 -2.036
51 C -2.922 2.883 -3.415
52 H -3.851 3.070 -2.870
53 C -2.615 3.600 -4.577
54 H -3.329 4.328 -4.967
55 C -1.386 3.409 -5.221
56 H -1.125 4.001 -6.105
57 C -0.476 2.461 -4.726
58 H 0.502 2.352 -5.198
59 H 4.554 0.444 -8.975
60 Cl 2.133 0.469 -3.787
61 N 2.145 0.919 2.419
62 C 1.557 2.058 1.852
63 C 1.831 3.291 2.461
64 C 1.244 4.444 1.970
65 C 0.378 4.328 0.871
66 C 0.135 3.092 0.303
67 N 0.730 1.960 0.797
68 C 2.517 -0.341 1.934
69 C 3.536 -1.011 2.635
70 C 3.920 -2.277 2.223
71 C 3.291 -2.832 1.101
72 C 2.321 -2.113 0.430
73 N 1.914 -0.871 0.854
74 H 2.665 1.155 3.257
75 H 2.525 3.301 3.296
76 H 1.444 5.416 2.414
77 H -0.125 5.200 0.452
78 H -0.534 2.975 -0.559
79 H 4.020 -0.486 3.456
80 H 4.698 -2.825 2.749
81 H 3.547 -3.828 0.738
82 H 1.842 -2.507 -0.471

As for the charge: +2. For the HOMO-LUMO gap, the calculation gives 5.0 eV. The calculation puts the energy above the lowest of the compared OMol25 structures with the same formula, charge and spin at 0.00 kJ/mol. The LUMO energy comes out at -7.250 eV.

For reference, the Löwdin charges in units of e are: C -0.19; C -0.22; C -0.19; H 0.12; C -0.14; C -0.15; H 0.12; H 0.12; H 0.11; H 0.12; Sn 1.38; Si 0.70; C -0.36; C -0.09; H 0.10; C -0.07; H 0.11; C -0.08; H 0.11; C -0.09; H 0.08; C -0.12; H 0.09; C -0.34; C -0.09; H 0.10; C -0.08; H 0.10; C -0.09; H 0.11; C -0.09; H 0.10; C -0.12; H 0.10; H -0.04; Si 0.28; C -0.34; C -0.07; H 0.11; C -0.05; H 0.12; C -0.04; H 0.12; C -0.06; H 0.12; C -0.13; H 0.08; C -0.35; C -0.13; H 0.07; C -0.06; H 0.12; C -0.04; H 0.12; C -0.04; H 0.11; C -0.08; H 0.08; H -0.01; Cl 0.40; N 0.14; C -0.26; C 0.03; C 0.01; C -0.02; C -0.09; N -0.04; C -0.26; C 0.03; C 0.01; C -0.02; C -0.10; N -0.03; H 0.14; H 0.13; H 0.14; H 0.13; H 0.11; H 0.13; H 0.14; H 0.13; H 0.11

---

(2)
Computed, not measured: a structure of composition C39H36N4O2OsS2Te, with the ωB97M-V functional and the def2-TZVPD basis.

Atoms and positions in Å:
1 Os -1.351 0.998 0.309
2 C 0.452 6.794 4.685
3 C 0.183 5.437 4.102
4 C 0.876 4.993 2.973
5 C 0.645 3.743 2.432
6 C -0.294 2.921 3.047
7 C -0.999 3.325 4.175
8 C -0.754 4.591 4.689
9 S -0.680 1.311 2.426
10 O -1.638 0.673 3.340
11 C 0.861 0.448 2.750
12 C 1.607 0.712 3.870
13 C 2.765 -0.031 4.120
14 C 3.173 -1.043 3.235
15 C 4.340 -1.779 3.485
16 C 4.742 -2.784 2.611
17 C 3.985 -3.059 1.484
18 C 2.821 -2.338 1.214
19 C 2.393 -1.325 2.077
20 C 1.218 -0.554 1.826
21 C 0.353 -0.955 0.666
22 C -0.373 -2.199 0.803
23 C -0.708 -2.725 2.068
24 C -1.384 -3.910 2.160
25 C -1.736 -4.627 1.000
26 C -1.420 -4.135 -0.236
27 C -0.741 -2.904 -0.363
28 C -0.412 -2.370 -1.644
29 C 0.190 -1.160 -1.776
30 C 0.561 -0.441 -0.608
31 S 1.347 1.177 -0.727
32 O 2.132 1.318 0.547
33 C 2.509 0.897 -2.025
34 C 2.324 1.533 -3.240
35 C 3.254 1.332 -4.254
36 C 4.363 0.520 -4.053
37 C 5.384 0.314 -5.133
38 C 4.532 -0.099 -2.806
39 C 3.615 0.081 -1.793
40 H 0.813 7.488 3.928
41 H 1.212 6.727 5.466
42 H -0.448 7.209 5.135
43 H 1.603 5.647 2.509
44 H 1.188 3.405 1.560
45 H -1.731 2.666 4.617
46 H -1.307 4.926 5.558
47 H 1.312 1.500 4.551
48 H 3.355 0.177 5.003
49 H 4.926 -1.562 4.369
50 H 5.642 -3.347 2.817
51 H 4.291 -3.840 0.802
52 H 2.252 -2.578 0.324
53 H -0.463 -2.173 2.968
54 H -1.654 -4.300 3.132
55 H -2.263 -5.566 1.091
56 H -1.690 -4.677 -1.133
57 H -0.660 -2.951 -2.524
58 H 0.426 -0.749 -2.749
59 H 1.478 2.191 -3.395
60 H 3.123 1.830 -5.205
61 H 5.120 0.852 -6.041
62 H 5.477 -0.745 -5.379
63 H 6.364 0.660 -4.804
64 H 5.405 -0.717 -2.637
65 H 3.763 -0.368 -0.819
66 C -5.553 -0.028 -4.313
67 C -5.743 -1.443 -3.777
68 C -6.748 -1.483 -2.632
69 C -4.419 -2.096 -3.387
70 N -3.724 -1.364 -2.311
71 C -2.955 -0.279 -2.360
72 N -2.638 0.040 -1.125
73 N -3.252 -0.864 -0.323
74 N -3.894 -1.709 -1.022
75 H -6.482 0.340 -4.746
76 H -4.792 0.019 -5.095
77 H -5.283 0.670 -3.516
78 H -6.115 -2.067 -4.595
79 H -6.416 -0.870 -1.790
80 H -6.905 -2.498 -2.266
81 H -7.711 -1.091 -2.955
82 H -3.723 -2.153 -4.224
83 H -4.569 -3.097 -2.986
84 H -2.665 0.237 -3.259
85 Te -2.085 3.351 0.104

As for the charge: +2. For the HOMO-LUMO gap (spin up / spin down), the calculation gives 6.7 / 4.4 eV. The calculation puts the energy above the lowest of the compared OMol25 structures with the same formula, charge and spin at 135.78 kJ/mol. As for the spin multiplicity: 5. The LUMO energy (spin up / spin down) comes out at -6.080 / -8.831 eV.

For reference, the Löwdin charges in units of e are: Os 0.50; C -0.03; C -0.24; C -0.01; C -0.10; C -0.45; C -0.05; C -0.01; S 0.69; O -0.40; C -0.25; C 0.03; C 0.10; C -0.13; C 0.05; C -0.01; C 0.00; C 0.05; C -0.09; C -0.10; C -0.23; C -0.14; C 0.01; C -0.02; C -0.03; C -0.02; C -0.17; C -0.01; C -0.07; C -0.40; S 0.98; O -0.45; C -0.40; C -0.07; C -0.02; C -0.24; C -0.03; C -0.01; C -0.05; H 0.09; H 0.10; H 0.09; H 0.13; H 0.10; H 0.12; H 0.13; H 0.14; H 0.14; H 0.14; H 0.13; H 0.13; H 0.13; H 0.13; H 0.12; H 0.12; H 0.12; H 0.13; H 0.12; H 0.12; H 0.12; H 0.08; H 0.09; H 0.10; H 0.13; H 0.11; C -0.07; C -0.41; C -0.06; C -0.09; N -0.07; C -0.11; N -0.15; N 0.01; N 0.12; H 0.09; H 0.08; H 0.08; H 0.15; H 0.08; H 0.09; H 0.09; H 0.13; H 0.13; H 0.15; Te 0.55

---

(3)
Computed, not measured: a structure of composition C39H37AsNOPRh in a non-equilibrium geometry, with the ωB97M-V functional and the def2-TZVPD basis.

Atoms and positions in Å:
1 Rh 0.391 0.992 -0.233
2 N 2.440 -0.117 0.899
3 C 2.306 -0.267 2.308
4 C 2.985 -1.259 3.004
5 C 2.847 -1.357 4.381
6 C 2.056 -0.451 5.072
7 C 1.373 0.532 4.369
8 C 1.462 0.616 2.983
9 P 0.440 1.799 2.020
10 C 0.039 3.081 3.224
11 C 0.960 4.114 3.404
12 C 0.721 5.115 4.329
13 C -0.452 5.100 5.075
14 C -1.377 4.083 4.893
15 C -1.134 3.074 3.971
16 C -1.089 0.850 1.778
17 C -1.361 -0.417 2.324
18 C -2.523 -1.085 1.990
19 C -3.448 -0.497 1.124
20 C -3.210 0.756 0.595
21 C -2.026 1.424 0.908
22 H 2.996 0.709 0.703
23 H 2.898 -0.914 0.467
24 H 3.629 -1.943 2.465
25 H 3.380 -2.131 4.916
26 H 1.965 -0.509 6.147
27 H 0.740 1.228 4.904
28 H 1.872 4.135 2.819
29 H 1.442 5.909 4.464
30 H -0.644 5.883 5.794
31 H -2.291 4.073 5.471
32 H -1.864 2.285 3.838
33 H -0.658 -0.872 3.010
34 H -2.718 -2.064 2.404
35 H -4.353 -1.028 0.860
36 H -3.925 1.216 -0.071
37 H -1.860 2.425 0.529
38 C 2.939 4.017 -1.567
39 O 2.002 3.149 -0.881
40 C 1.523 2.027 -1.371
41 C 2.074 1.577 -2.693
42 H 3.872 3.486 -1.744
43 H 3.078 4.837 -0.873
44 H 2.496 4.369 -2.497
45 H 2.627 2.308 -3.282
46 H 1.282 1.139 -3.290
47 H 2.732 0.733 -2.440
48 C -5.087 -1.739 -2.422
49 C -4.304 -2.755 -1.899
50 C -2.948 -2.551 -1.672
51 C -2.369 -1.326 -1.980
52 C -3.166 -0.296 -2.474
53 C -4.516 -0.505 -2.706
54 As -0.507 -0.960 -1.623
55 C 0.209 -0.935 -3.457
56 C 1.328 -1.670 -3.823
57 C 1.859 -1.564 -5.103
58 C 1.263 -0.736 -6.040
59 C 0.142 0.001 -5.685
60 C -0.371 -0.089 -4.400
61 C 0.196 -2.665 -1.048
62 C 0.200 -3.766 -1.904
63 C 0.692 -4.986 -1.468
64 C 1.171 -5.120 -0.170
65 C 1.151 -4.035 0.690
66 C 0.663 -2.809 0.253
67 H -6.140 -1.901 -2.600
68 H -4.744 -3.714 -1.663
69 H -2.358 -3.352 -1.248
70 H -2.746 0.686 -2.658
71 H -5.122 0.300 -3.099
72 H 1.816 -2.326 -3.112
73 H 2.735 -2.141 -5.364
74 H 1.664 -0.667 -7.041
75 H -0.332 0.655 -6.403
76 H -1.221 0.527 -4.142
77 H -0.185 -3.673 -2.911
78 H 0.695 -5.833 -2.140
79 H 1.549 -6.075 0.168
80 H 1.508 -4.141 1.707
81 H 0.640 -1.970 0.939

As for the charge: +1. For the HOMO-LUMO gap (spin up / spin down), the calculation gives 6.9 / 6.9 eV. The LUMO energy (spin up / spin down) comes out at -2.633 / -2.637 eV.

For reference, the Löwdin charges in units of e are: Rh 0.43; N 0.04; C -0.34; C -0.03; C -0.06; C -0.07; C -0.07; C -0.30; P 1.05; C -0.38; C -0.09; C -0.07; C -0.07; C -0.07; C -0.08; C -0.45; C -0.08; C -0.06; C -0.07; C -0.08; C -0.15; H 0.09; H 0.09; H 0.12; H 0.11; H 0.11; H 0.11; H 0.10; H 0.11; H 0.11; H 0.11; H 0.11; H 0.11; H 0.11; H 0.11; H 0.11; H 0.10; C -0.03; O -0.14; C -0.37; C -0.06; H 0.10; H 0.10; H 0.10; H 0.08; H 0.04; H 0.10; C -0.07; C -0.07; C -0.10; C -0.37; C -0.14; C -0.07; As 1.35; C -0.38; C -0.12; C -0.07; C -0.07; C -0.07; C -0.13; C -0.39; C -0.13; C -0.06; C -0.07; C -0.07; C -0.12; H 0.11; H 0.11; H 0.10; H 0.10; H 0.11; H 0.10; H 0.11; H 0.11; H 0.11; H 0.09; H 0.11; H 0.11; H 0.11; H 0.10; H 0.06

---

| no. | total energy (a.u.) |
| --- | --- |
| 1 | -2925.00112 |
| 2 | -3031.66688 |
| 3 | -4325.75884 |